{"formula": "C43H38BrN2OP2RhS3Sb", "method": "ωB97M-V/def2-TZVPD", "homo_energy_ev": -3.845, "total_charge": -1, "gap_ev": 6.1, "species": ["Sb", "Rh", "Br", "S", "S", "S", "P", "P", "O", "N", "N", "C", "C", "C", "C", "C", "C", "C", "C", "C", "C", "C", "C", "C", "C", "C", "C", "C", "C", "C", "C", "C", "C", "C", "C", "C", "C", "C", "C", "C", "C", "C", "C", "C", "C", "C", "C", "C", "C", "C", "C", "C", "C", "C", "H", "H", "H", "H", "H", "H", "H", "H", "H", "H", "H", "H", "H", "H", "H", "H", "H", "H", "H", "H", "H", "H", "H", "H", "H", "H", "H", "H", "H", "H", "H", "H", "H", "H", "H", "H", "H", "H"], "coordinates": [[-1.7401, 2.1864, 2.4164], [0.0639, 0.1570, -0.0796], [-3.6520, -4.9411, -2.8633], [-1.2028, -0.2381, 1.9650], [-0.2177, 2.5144, 0.4981], [-3.8717, 2.4347, 1.5874], [1.3767, -0.1110, 1.6922], [1.7084, 0.2587, -1.7480], [-1.0141, 0.7006, -2.0888], [3.6612, 0.8224, 0.0956], [-2.2839, 0.4250, -2.2572], [2.9869, 1.8847, -3.6672], [-0.3973, -2.5995, -1.7596], [1.9857, 1.8220, -2.6928], [6.6251, 3.8316, 0.2279], [3.4311, 0.0297, -1.0947], [1.8317, -0.8882, -3.1866], [1.6002, -1.7911, 2.3776], [2.1157, -4.3881, 3.2655], [3.2854, 3.0710, -4.3121], [5.8783, 3.5103, 1.3510], [1.2006, -1.4365, -5.4563], [1.3085, -4.1725, 2.1580], [-1.1913, -3.5623, -2.3781], [1.5813, 4.1741, -3.0386], [1.4864, 2.7605, 5.3131], [1.9066, -2.6291, -5.3802], [-2.6480, -0.3735, -3.2777], [-4.5188, 0.5912, -1.5289], [2.5751, -2.9535, -4.2099], [-2.5098, -3.6870, -1.9913], [4.6509, 1.8035, 0.1320], [-4.9251, -0.2223, -2.5726], [2.6756, -3.3032, 3.9249], [-2.1678, -1.9476, -0.3763], [-3.9702, -0.7105, -3.4541], [1.1693, -0.5737, -4.3726], [1.0518, -2.8836, 1.7161], [-0.8225, -1.7391, -0.7423], [1.3993, 1.0246, 3.1301], [1.8744, 3.1992, 4.0569], [3.2588, 0.0858, 1.2799], [5.4184, 2.1332, -0.9945], [0.9822, 0.6000, 4.3889], [2.5311, -2.0948, -3.1212], [1.8367, 2.3358, 2.9713], [6.3777, 3.1315, -0.9404], [2.4261, -2.0139, 3.4780], [1.0394, 1.4566, 5.4775], [-3.1837, 0.9009, -1.3821], [-3.0024, -2.8782, -0.9850], [4.9078, 2.5265, 1.3098], [2.5826, 4.2280, -3.9910], [1.2792, 2.9782, -2.3959], [-2.6301, -1.3413, 0.3899], [6.9376, 3.3602, -1.8389], [1.9319, -3.3035, -6.2266], [0.4021, -2.7154, 0.8675], [0.7018, 1.1113, 6.4465], [2.3060, -5.3954, 3.6139], [3.5834, -1.0212, -0.8313], [-0.7757, -4.1881, -3.1583], [0.4807, 2.9513, -1.6656], [-4.2330, -1.3748, -4.2648], [5.2654, 1.6358, -1.9389], [3.6999, 0.5306, 2.1669], [-2.7967, 1.5127, -0.5746], [1.5078, 3.4388, 6.1566], [-5.9656, -0.4930, -2.6895], [-1.8251, -0.7262, -3.8801], [0.5745, -0.3957, 4.5079], [3.6571, -0.9351, 1.2064], [2.0962, 2.7005, 1.9879], [0.6125, 0.3533, -4.4352], [-5.1884, 0.9889, -0.7789], [3.1167, -3.8881, -4.1351], [2.8160, 5.1621, -4.4865], [4.0681, 3.0944, -5.0598], [4.1213, 0.2494, -1.9028], [2.1890, 4.2247, 3.9084], [0.8636, -5.0101, 1.6359], [6.0363, 4.0447, 2.2797], [-4.0364, -2.9529, -0.6717], [7.3740, 4.6110, 0.2614], [1.0203, 5.0640, -2.7828], [0.6705, -1.1758, -6.3638], [0.6202, -2.5625, -2.1140], [4.3340, 2.3333, 2.2007], [3.5447, 0.9938, -3.9343], [3.3107, -3.4548, 4.7886], [2.8862, -1.1805, 3.9949], [3.0165, -2.3993, -2.2048]], "forces_ev_per_angstrom": [[0.121, -0.150, -0.129], [-0.509, -0.492, 0.127], [-0.002, 0.006, 0.001], [0.054, 0.360, -0.210], [0.196, -0.185, 0.029], [0.004, 0.011, 0.017], [0.285, 0.124, -0.344], [0.295, 0.401, -0.241], [0.017, 0.045, 0.042], [-0.243, -0.194, -0.115], [-0.004, -0.016, 0.071], [0.078, -0.027, 0.037], [0.454, -0.096, 0.089], [0.119, 0.045, 0.160], [0.036, 0.007, -0.003], [-0.084, -0.031, 0.087], [-0.085, -0.140, 0.068], [-0.041, 0.031, 0.045], [-0.014, 0.017, -0.012], [-0.026, 0.026, 0.019], [-0.024, 0.036, 0.019], [-0.007, -0.008, -0.007], [0.015, -0.062, 0.018], [-0.091, -0.009, -0.007], [-0.028, 0.038, -0.034], [-0.004, -0.012, 0.005], [0.020, -0.013, -0.009], [-0.016, 0.027, 0.049], [0.065, -0.006, 0.048], [-0.010, -0.028, -0.027], [0.059, 0.088, 0.073], [0.045, 0.030, 0.081], [-0.047, -0.012, 0.011], [0.013, 0.002, -0.008], [-0.088, 0.194, -0.022], [0.017, 0.019, -0.016], [-0.116, -0.001, 0.096], [-0.115, 0.033, 0.075], [-0.030, 0.139, -0.090], [-0.137, -0.101, 0.097], [0.019, 0.031, 0.010], [-0.102, 0.108, 0.003], [-0.054, 0.063, -0.014], [-0.088, 0.007, 0.012], [0.078, 0.187, -0.081], [0.105, -0.034, -0.005], [0.009, -0.001, -0.016], [0.123, -0.008, -0.004], [-0.022, 0.013, -0.028], [-0.005, 0.025, -0.058], [-0.020, -0.145, -0.045], [0.019, -0.119, -0.084], [0.014, -0.030, -0.007], [-0.147, -0.062, 0.004], [0.101, -0.024, 0.006], [0.006, 0.000, -0.012], [-0.001, -0.003, -0.004], [0.037, -0.011, 0.026], [0.007, 0.005, 0.012], [0.007, -0.011, 0.007], [-0.069, -0.053, -0.056], [-0.010, -0.007, -0.001], [0.033, -0.029, -0.019], [-0.012, -0.009, -0.007], [0.001, 0.058, -0.007], [0.005, -0.047, -0.006], [-0.018, 0.016, 0.023], [0.001, 0.006, 0.012], [-0.013, 0.001, -0.006], [-0.011, -0.032, -0.013], [0.016, 0.017, 0.003], [-0.045, 0.011, -0.008], [0.030, -0.014, -0.019], [0.004, 0.003, 0.001], [-0.052, 0.001, -0.016], [0.010, 0.007, 0.009], [0.009, 0.008, -0.009], [0.007, 0.006, -0.015], [0.021, 0.022, 0.083], [0.006, -0.002, 0.006], [-0.008, -0.013, -0.004], [0.002, 0.000, 0.013], [0.000, -0.023, -0.010], [0.009, 0.011, 0.001], [-0.001, 0.008, 0.000], [-0.004, 0.003, -0.008], [-0.147, -0.013, 0.138], [-0.038, 0.025, 0.076], [-0.009, -0.025, -0.004], [0.005, -0.017, 0.005], [-0.032, 0.002, 0.002], [0.046, -0.004, 0.026]]}